--- A ---
20
Properties=species:S:1:pos:R:3 method="wB97M-V/def2-TZVPD" spin_multiplicity=1 mol_weight_g_mol=130.2 charge=+1 homo_ev=-13.657
C -4.81 0.67 -0.38
C -1.92 -1.20 0.06
C -4.07 0.17 0.55
C 4.12 -0.08 0.13
C 2.68 0.61 0.29
C 1.66 -0.16 -0.51
N -0.88 -0.68 -0.19
S 0.09 0.60 -0.03
H -5.40 1.62 -0.05
H -4.89 0.26 -1.43
H -2.05 -2.24 0.33
H -3.13 -0.54 0.24
H -3.71 0.48 1.56
H 4.35 -0.19 -1.00
H 4.79 0.60 0.41
H 4.37 -0.94 0.59
H 2.64 1.71 0.02
H 2.52 0.52 1.32
H 1.95 -0.04 -1.50
H 1.71 -1.16 -0.43

--- B ---
20
Properties=species:S:1:pos:R:3 method="wB97M-V/def2-TZVPD" spin_multiplicity=1 mol_weight_g_mol=130.2 charge=+1 homo_ev=-12.993 smiles=[NH3+]C1(C2(S)CC2)CC1
C -1.19 0.88 -1.30
C -1.62 -0.16 -0.25
C 0.92 -1.55 0.67
C 0.98 -1.59 -0.85
C -0.31 0.57 -0.10
C 0.90 -0.21 -0.25
N -0.26 1.63 0.95
S 2.23 1.01 -0.26
H -0.89 0.51 -2.19
H -1.92 1.79 -1.42
H -2.49 0.16 0.25
H -1.57 -1.22 -0.63
H -0.04 -1.86 1.07
H 1.74 -1.56 1.37
H 1.83 -1.93 -1.33
H 0.12 -1.96 -1.34
H -0.35 1.18 1.92
H -0.99 2.42 0.84
H 0.72 2.12 0.89
H 3.35 0.40 0.07

Calculated relative energies: A 0.1272; B 0.0000, given in hartree

--- A ---
22
Properties=species:S:1:pos:R:3 method="wB97M-V/def2-TZVPD" spin_multiplicity=1 mol_weight_g_mol=193.3 charge=+1 homo_ev="-12.562 / -12.562"
C -0.27 -0.39 3.75
C -0.77 0.62 2.87
C 0.20 -1.53 3.18
C -0.62 0.54 1.52
C 0.39 -1.63 1.77
C -0.08 -0.62 0.96
C 0.25 -0.71 -0.45
C -0.03 0.20 -1.41
C 0.42 0.19 -4.12
N 0.79 -1.78 -2.71
N 0.51 -0.49 -2.85
O -0.32 1.45 -1.48
S 0.85 -2.25 -1.20
H -0.66 -0.32 4.73
H -1.07 1.52 3.43
H 0.65 -2.17 3.94
H -0.97 1.32 0.88
H 0.74 -2.42 1.22
H -0.33 -0.32 -4.92
H 0.24 1.24 -3.92
H 1.35 -0.01 -4.60
H -0.76 1.70 -2.35

--- B ---
22
Properties=species:S:1:pos:R:3 method="wB97M-V/def2-TZVPD" spin_multiplicity=1 mol_weight_g_mol=193.3 charge=+1 homo_ev=-12.740
C 3.87 0.50 -0.25
C 3.21 -0.69 -0.41
C 3.21 1.66 0.09
C 1.87 -0.75 -0.28
C 1.78 1.63 0.25
C 1.16 0.45 0.02
C -0.33 0.38 -0.03
C -1.07 -0.67 0.05
C -4.35 0.05 -0.34
N -2.62 1.67 -0.06
N -2.97 0.44 -0.15
O -1.07 -1.94 0.20
S -1.06 2.03 -0.07
H 4.92 0.57 -0.39
H 3.65 -1.68 -0.45
H 3.80 2.53 0.06
H 1.10 -1.57 -0.30
H 1.18 2.43 0.43
H -4.66 -0.31 0.63
H -4.94 0.98 -0.48
H -4.38 -0.75 -1.18
H -1.57 -2.21 1.03

Calculated relative energies: A 0.0000; B 0.0546, given in hartree

--- A ---
11
Properties=species:S:1:pos:R:3 method="wB97M-V/def2-TZVPD" spin_multiplicity=1 mol_weight_g_mol=94.1 homo_ev="-9.296 / -9.610"
C -1.15 1.84 0.47
C 1.10 -1.53 -0.38
O 0.63 -1.27 2.11
O 2.49 0.11 1.25
S 1.16 -0.34 1.13
H -0.35 2.27 -0.24
H -1.47 0.77 0.24
H -1.73 2.47 1.22
H 0.10 -2.01 -0.10
H 1.03 -1.12 -1.36
H 1.84 -2.27 -0.34

--- B ---
11
Properties=species:S:1:pos:R:3 method="wB97M-V/def2-TZVPD" spin_multiplicity=1 mol_weight_g_mol=94.1 homo_ev=-9.782 smiles=CC(O)(O)S
C 0.67 -0.90 0.48
C 0.01 -0.08 -0.69
O 1.01 -0.06 -1.61
O -0.38 1.56 -0.29
S -1.69 -0.72 -1.14
H -0.20 -1.05 1.24
H 0.84 -1.90 0.09
H 1.36 -0.29 0.97
H 1.02 0.68 -2.21
H -1.36 1.48 -0.27
H -1.92 0.26 -2.11

--- C ---
11
Properties=species:S:1:pos:R:3 method="wB97M-V/def2-TZVPD" spin_multiplicity=1 mol_weight_g_mol=94.1 homo_ev=-10.651 smiles="CS(C)(=O)=O"
C -0.44 1.49 0.24
C -0.05 -1.39 -0.62
O 0.17 -0.66 1.89
O 1.85 0.12 0.36
S 0.44 -0.17 0.54
H -1.35 1.66 0.80
H 0.15 2.40 0.38
H -0.62 1.41 -0.82
H 0.54 -2.25 -0.38
H -1.11 -1.54 -0.91
H 0.41 -1.08 -1.48

Calculated relative energies: A 0.1089; B 0.0038; C 0.0000, given in hartree

--- A ---
9
Properties=species:S:1:pos:R:3 method="wB97M-V/def2-TZVPD" spin_multiplicity=1 mol_weight_g_mol=80.0 homo_ev=-7.434 smiles="C=[PH2]P"
C -0.49 -1.92 -0.36
P -0.49 -0.31 0.39
P 1.13 1.12 -0.13
H 0.42 -2.45 -0.90
H -1.47 -2.37 -0.16
H -1.69 0.41 0.60
H -0.05 0.11 1.76
H 0.50 2.01 0.82
H 0.36 1.41 -1.26

--- B ---
9
Properties=species:S:1:pos:R:3 method="wB97M-V/def2-TZVPD" spin_multiplicity=1 mol_weight_g_mol=80.0 homo_ev=-7.695 smiles="C=[PH2]P"
C -1.35 -1.05 -0.76
P -0.28 -0.11 0.16
P 1.69 1.02 -0.20
H -1.79 -0.50 -1.59
H -0.89 -1.98 -1.09
H -1.01 0.90 0.76
H 0.07 -0.84 1.28
H 2.30 0.44 0.90
H 1.25 2.11 0.55

Calculated relative energies: A 0.0309; B 0.0000, given in hartree

--- A ---
45
Properties=species:S:1:pos:R:3 method="wB97M-V/def2-TZVPD" spin_multiplicity=1 mol_weight_g_mol=314.4 homo_ev=-7.827 smiles="Cc1nc(Cc2ccc(OC(C)C)cc2)nc(N)c1CC(N)=O"
O 2.15 3.31 -5.15
N 1.41 1.96 -1.14
N -0.71 0.99 -1.56
O -1.28 -2.16 4.06
C 1.37 2.47 -5.54
C 0.15 1.62 -0.66
C 1.70 1.66 -2.36
C -0.44 0.86 -2.85
C 0.45 -0.78 3.01
C -1.94 -0.35 2.97
C 0.57 0.24 2.07
C -1.75 0.67 2.11
C -0.88 -1.08 3.35
C 0.85 1.20 -3.35
C -0.56 0.95 1.56
N 0.69 2.61 -6.70
N 2.76 2.39 -2.49
C -1.43 0.23 -3.76
C 1.34 1.15 -4.83
C -0.23 2.20 0.66
C -1.27 -4.58 4.36
C -0.05 -2.99 5.93
C -0.49 -3.24 4.55
H 1.25 -1.44 3.44
H -2.95 -0.67 3.11
H 1.48 0.58 1.64
H -2.67 1.04 1.81
H 0.27 1.77 -7.14
H 0.76 3.46 -7.24
H 2.99 2.95 -1.70
H 2.88 2.85 -3.42
H -0.94 -0.73 -4.14
H -1.74 0.88 -4.46
H -2.35 0.02 -3.28
H 2.40 0.88 -4.94
H 0.72 0.44 -5.35
H -1.22 2.71 0.59
H 0.57 2.86 1.18
H -2.33 -4.68 4.85
H -1.44 -4.80 3.30
H -0.56 -5.32 4.62
H 0.76 -2.39 6.05
H -0.81 -2.48 6.50
H 0.12 -3.95 6.37
H 0.42 -3.31 3.94

--- B ---
45
Properties=species:S:1:pos:R:3 method="wB97M-V/def2-TZVPD" spin_multiplicity=1 mol_weight_g_mol=314.4 homo_ev=-7.876 smiles="C[C@@H]1CN(CCC(N)=O)CCN1c1cc(-c2ccccc2)no1"
O 0.76 -0.29 -6.64
N 1.21 1.26 3.57
O 1.02 1.71 2.24
C 0.00 0.61 -6.46
C 0.29 0.34 3.82
C -0.50 0.12 2.59
C 0.03 0.91 1.57
C 0.47 -2.63 6.77
C 1.60 -1.85 6.68
C -0.77 -2.25 6.19
C 1.53 -0.75 5.71
C -0.77 -1.36 5.14
C 0.35 -0.53 4.97
N -0.83 0.94 -7.47
N -0.07 0.58 -2.68
N -0.49 0.93 0.29
C 0.21 -1.28 -0.51
C -0.01 1.31 -5.12
C 0.15 0.22 -4.05
C 0.64 1.60 -2.01
C 0.02 2.06 -0.59
C -1.27 0.07 -1.94
C -0.93 -0.32 -0.46
H -1.36 -0.55 2.56
H 0.63 -3.47 7.37
H 2.39 -2.05 7.28
H -1.65 -2.75 6.43
H 2.38 -0.09 5.70
H -1.68 -1.29 4.66
H -0.65 0.63 -8.39
H -1.56 1.64 -7.45
H 1.10 -0.98 -0.94
H -0.08 -2.12 -1.16
H 0.43 -1.69 0.45
H -0.97 1.83 -5.02
H 0.81 1.99 -5.08
H 1.20 -0.11 -4.08
H -0.42 -0.60 -4.32
H 0.80 2.39 -2.71
H 1.65 1.12 -1.89
H -0.88 2.66 -0.68
H 0.76 2.63 -0.09
H -1.75 -0.71 -2.48
H -1.95 0.91 -1.78
H -1.84 -0.80 0.04

Calculated relative energies: A 0.0000; B 0.0609, given in hartree

--- A ---
17
Properties=species:S:1:pos:R:3 method="wB97M-V/def2-TZVPD" spin_multiplicity=1 mol_weight_g_mol=116.2 charge=+1 homo_ev=-14.672
C 1.93 0.76 0.05
C -1.58 0.15 -0.34
C -1.09 -1.20 0.19
C -0.48 1.10 0.13
C 0.42 -1.12 -0.04
N 0.73 0.29 0.05
S 3.30 -0.26 -0.05
H 2.07 1.83 0.10
H -1.63 0.14 -1.43
H -2.55 0.43 0.05
H -1.31 -1.29 1.25
H -1.54 -2.04 -0.33
H -0.39 2.00 -0.48
H -0.64 1.39 1.17
H 1.00 -1.68 0.70
H 0.69 -1.48 -1.03
H 4.22 0.71 0.00

--- B ---
17
Properties=species:S:1:pos:R:3 method="wB97M-V/def2-TZVPD" spin_multiplicity=1 mol_weight_g_mol=116.2 charge=+1 homo_ev="-13.660 / -14.077"
C -1.62 0.75 0.65
C -1.50 -0.77 0.45
C -0.56 1.32 -0.31
C -0.74 -0.88 -0.88
C 3.64 -0.47 0.28
N -0.06 0.31 -1.11
S 2.25 0.31 0.05
H -2.61 1.10 0.36
H -1.45 1.05 1.68
H -0.91 -1.24 1.24
H -2.47 -1.26 0.41
H -0.94 2.10 -0.98
H 0.27 1.85 0.18
H -0.11 -1.76 -1.01
H -1.45 -0.93 -1.73
H 4.47 0.03 0.77
H 3.79 -1.50 -0.04

Calculated relative energies: A 0.0000; B 0.1564, given in hartree

--- A ---
9
Properties=species:S:1:pos:R:3 method="wB97M-V/def2-TZVPD" spin_multiplicity=1 mol_weight_g_mol=85.1 homo_ev=-9.760
N -1.68 -1.17 0.26
C 0.67 -0.04 0.17
N 1.57 0.93 -0.02
N -1.71 -0.12 -0.41
N 0.44 -1.14 0.61
N -1.00 0.79 -0.58
H -1.91 -2.02 -0.25
H 2.37 0.96 0.59
H 1.25 1.82 -0.37

--- B ---
9
Properties=species:S:1:pos:R:3 method="wB97M-V/def2-TZVPD" spin_multiplicity=1 mol_weight_g_mol=85.1 homo_ev=-9.586 smiles="[H]/N=c1/nn[nH][nH]1"
C 0.82 -0.06 -0.11
H 2.47 0.69 -0.06
H -2.22 0.82 -0.30
H 0.27 1.81 0.37
N 1.99 -0.13 0.15
N -0.15 -1.20 -0.07
N -1.25 -0.71 0.04
N -1.36 0.59 0.20
N -0.02 1.03 -0.21

Calculated relative energies: A 0.0245; B 0.0000, given in hartree

--- A ---
8
Properties=species:S:1:pos:R:3 method="wB97M-V/def2-TZVPD" spin_multiplicity=1 mol_weight_g_mol=124.0 charge=-2 homo_ev=0.663 smiles="C=PP(=O)([O-])[O-]"
C 1.64 -0.45 -0.12
O -0.85 1.14 1.08
O -1.38 0.87 -1.46
O -2.61 -0.49 0.37
P 0.25 -1.38 0.24
P -1.38 0.29 -0.02
H 2.77 -0.64 0.34
H 1.55 0.66 -0.43

--- B ---
8
Properties=species:S:1:pos:R:3 method="wB97M-V/def2-TZVPD" spin_multiplicity=1 mol_weight_g_mol=124.0 charge=-2 homo_ev="0.472 / 0.520" smiles="C=PP(=O)([O-])[O-]"
C 1.72 -0.55 -0.75
O -1.75 0.42 -0.90
O -2.30 -0.42 1.36
O -0.77 1.66 1.21
P 0.44 -1.12 0.67
P -1.32 0.43 0.52
H 2.75 -0.77 -0.85
H 1.23 0.36 -1.26

Calculated relative energies: A 0.0000; B 0.0332, given in hartree

--- A ---
16
Properties=species:S:1:pos:R:3 method="wB97M-V/def2-TZVPD" spin_multiplicity=1 mol_weight_g_mol=140.1 homo_ev=-9.361
C -0.57 1.14 -0.50
C 0.57 0.86 2.20
C -0.52 -2.00 -1.00
O 2.13 0.54 -0.13
O -1.21 -1.60 1.86
P 0.80 0.38 0.46
S 0.37 -1.76 0.56
H -0.51 2.21 -0.31
H -0.41 0.97 -1.56
H -1.53 0.76 -0.17
H 1.39 0.47 2.79
H 0.54 1.95 2.27
H -0.37 0.42 2.54
H -1.52 -1.58 -0.90
H -0.60 -3.07 -1.17
H 0.04 -1.52 -1.81

--- B ---
16
Properties=species:S:1:pos:R:3 method="wB97M-V/def2-TZVPD" spin_multiplicity=1 mol_weight_g_mol=140.1 homo_ev=-9.126
C -0.62 -0.13 1.18
C -1.29 1.73 -0.88
C 2.32 -1.33 -0.75
O -1.03 -0.99 -1.55
O 1.76 1.21 0.61
P -0.55 0.11 -0.64
S 1.60 0.66 -0.76
H -0.87 -1.17 1.29
H 0.20 0.03 1.80
H -1.56 0.35 1.55
H -0.64 2.57 -0.48
H -1.39 1.98 -1.87
H -2.34 1.84 -0.47
H 1.87 -2.05 -1.48
H 2.14 -1.80 0.29
H 3.44 -1.14 -0.77

--- C ---
16
Properties=species:S:1:pos:R:3 method="wB97M-V/def2-TZVPD" spin_multiplicity=1 mol_weight_g_mol=140.1 homo_ev="-8.133 / -8.892"
C -1.42 -0.80 -1.24
C -1.85 -0.13 1.40
C 2.98 0.69 -0.36
O -1.88 1.92 -0.39
O 1.85 -1.40 0.68
P -1.21 0.66 -0.15
S 1.86 0.06 0.90
H -2.52 -0.95 -1.31
H -1.10 -0.67 -2.29
H -0.74 -1.53 -0.62
H -1.03 0.24 2.04
H -2.75 0.47 1.71
H -1.96 -1.20 1.48
H 4.03 0.69 -0.08
H 2.88 1.72 -0.48
H 2.85 0.22 -1.30

Calculated relative energies: A 0.0421; B 0.0000; C 0.0490, given in hartree

--- A ---
10
Properties=species:S:1:pos:R:3 method="wB97M-V/def2-TZVPD" spin_multiplicity=3 mol_weight_g_mol=175.4 homo_ev="-7.026 / -11.115"
C 1.34 -1.28 -0.24
C -0.41 2.04 -0.47
O 1.99 -0.70 0.60
O -0.69 2.15 -1.64
Cl 0.25 3.52 0.32
Br -1.43 -2.10 1.50
H 1.79 -1.63 -1.17
H 0.31 -1.47 -0.21
H -2.68 -1.72 1.11
H -0.47 1.18 0.20

--- B ---
10
Properties=species:S:1:pos:R:3 method="wB97M-V/def2-TZVPD" spin_multiplicity=3 mol_weight_g_mol=175.4 homo_ev="-6.809 / -9.272"
C 0.46 -0.02 0.38
C -1.30 1.70 -1.16
O -0.04 1.24 0.39
O -2.00 2.68 -0.70
Cl -0.18 1.94 -2.43
Br -1.14 4.24 -0.19
H 1.11 -0.07 1.27
H 1.09 -0.23 -0.50
H -0.31 -0.80 0.48
H -1.85 0.76 -1.19

Calculated relative energies: A 0.0000; B 0.0619, given in hartree

--- A ---
8
Properties=species:S:1:pos:R:3 method="wB97M-V/def2-TZVPD" spin_multiplicity=1 mol_weight_g_mol=80.1 homo_ev=-8.993 smiles="C=S.P"
C -2.67 -1.77 2.15
P 1.40 -0.23 0.01
S -3.13 -0.57 1.11
H -2.71 -2.77 2.02
H -2.12 -1.46 3.10
H 1.17 -1.09 -0.99
H 2.78 -0.04 -0.55
H 1.60 -1.15 1.03

--- B ---
8
Properties=species:S:1:pos:R:3 method="wB97M-V/def2-TZVPD" spin_multiplicity=1 mol_weight_g_mol=80.1 homo_ev=-8.657
C -0.13 -0.80 -0.02
P 1.12 0.50 0.16
S 2.81 -0.21 -0.10
H 0.54 -1.73 -0.18
H -0.70 -0.70 1.03
H -0.81 -0.61 -0.84
H 0.79 1.26 1.27
H 1.15 2.19 -1.00

--- C ---
8
Properties=species:S:1:pos:R:3 method="wB97M-V/def2-TZVPD" spin_multiplicity=1 mol_weight_g_mol=80.1 homo_ev=-9.193 smiles=PCS
C 0.19 -0.83 0.07
P -1.39 0.17 0.18
S 1.68 0.18 0.11
H 0.31 -1.59 -0.84
H 0.06 -1.58 0.85
H -1.23 0.73 -1.12
H -0.74 1.50 0.68
H 1.12 1.42 0.08

Calculated relative energies: A 0.0383; B 0.0409; C 0.0000, given in hartree